C34H53AlF3INO21 | ωB97M-V/def2-TZVPD

Each line ends with the Löwdin charge.
Positions of all 114 atoms, in Å:
C (-1.476793, 1.569516, -3.940467)  -0.06
C (-2.301830, 2.318049, -4.989830)  -0.53
C (-2.345366, 1.654410, -6.368363)  -0.05
N (-2.854109, 3.426570, -4.753445)  0.01
Al (-4.563169, 3.399802, -3.993286)  -0.23
I (-5.573693, 5.802883, -4.405821)  0.11
C (-5.727416, 1.999481, -4.869584)  -0.28
C (-7.252355, 2.079770, -4.701653)  -0.19
C (-7.745859, 2.104305, -3.281964)  -0.61
F (-7.301084, 1.032073, -2.572797)  0.10
F (-9.126775, 2.033164, -3.256526)  0.07
F (-7.405622, 3.211315, -2.592739)  0.08
H (-1.726477, 0.506228, -3.924613)  0.07
H (-0.413468, 1.656683, -4.186503)  0.08
H (-1.664728, 2.046892, -2.982131)  0.07
H (-1.460446, 1.981430, -6.929012)  0.07
H (-3.234305, 1.997712, -6.892760)  0.06
H (-2.324839, 0.564542, -6.311221)  0.05
H (-4.494970, 3.139983, -2.409781)  -0.08
H (-5.535732, 2.070746, -5.946903)  0.04
H (-5.384211, 1.001891, -4.573684)  0.05
H (-7.670795, 2.935316, -5.232201)  0.11
H (-7.727102, 1.187395, -5.129662)  0.11
C (-0.426488, -1.567431, -10.165399)  -0.02
C (-0.077639, -0.858748, -8.882028)  -0.33
C (1.311982, -1.135773, -8.343558)  -0.09
O (1.128569, -1.003932, -6.931260)  0.06
C (-0.177767, -1.249306, -6.653556)  -0.56
O (-0.628631, -1.358320, -5.561885)  0.16
O (-0.893560, -1.332039, -7.798858)  0.08
H (-0.402654, -2.648444, -10.021753)  0.09
H (-1.428257, -1.295177, -10.494899)  0.09
H (0.281004, -1.296949, -10.950042)  0.09
H (-0.249133, 0.217278, -8.973712)  0.16
H (2.063257, -0.427975, -8.684755)  0.14
H (1.640059, -2.155620, -8.562606)  0.14
C (1.118746, -3.107609, -1.256663)  -0.01
C (0.700950, -1.909981, -2.065033)  -0.30
C (1.706108, -1.397830, -3.076035)  -0.08
O (1.448738, 0.013434, -3.074424)  0.06
C (0.929352, 0.339744, -1.873095)  -0.58
O (0.794927, 1.449019, -1.464898)  0.15
O (0.599387, -0.777075, -1.183214)  0.06
H (1.985497, -2.843721, -0.658191)  0.06
H (0.319569, -3.400320, -0.573865)  0.09
H (1.372109, -3.955327, -1.892088)  0.09
H (-0.270307, -2.059755, -2.543713)  0.16
H (1.555174, -1.795479, -4.076157)  0.12
H (2.735369, -1.568079, -2.754032)  0.12
C (6.319188, -1.133472, 2.272555)  -0.01
C (5.817447, -1.108751, 0.852179)  -0.31
C (4.406541, -0.585253, 0.683437)  -0.06
O (3.953788, -1.316089, -0.472283)  0.05
C (4.655638, -2.468570, -0.542836)  -0.58
O (4.388171, -3.372203, -1.275952)  0.14
O (5.691832, -2.447903, 0.322097)  0.07
H (5.699130, -1.789073, 2.884506)  0.08
H (7.346753, -1.494702, 2.313748)  0.08
H (6.286018, -0.130734, 2.698172)  0.10
H (6.511962, -0.571872, 0.200442)  0.16
H (4.358193, 0.483357, 0.489488)  0.15
H (3.770617, -0.836028, 1.534145)  0.12
C (-0.969449, 0.247909, 1.578323)  0.00
C (-0.154714, 0.199083, 2.841297)  -0.30
C (0.635365, 1.451910, 3.139405)  -0.08
O (1.763020, 0.938738, 3.868881)  0.06
C (1.955876, -0.340953, 3.486620)  -0.58
O (2.930096, -0.985663, 3.747147)  0.12
O (0.917588, -0.782123, 2.754404)  0.09
H (-0.333227, 0.374169, 0.709923)  0.06
H (-1.534757, -0.674382, 1.447232)  0.09
H (-1.674375, 1.079294, 1.621035)  0.09
H (-0.777783, -0.073160, 3.692366)  0.14
H (0.096946, 2.165446, 3.756899)  0.12
H (0.996783, 1.943489, 2.232927)  0.15
C (-5.306221, 2.367353, 3.244640)  -0.01
C (-4.551838, 2.345741, 4.548937)  -0.32
C (-3.752461, 3.595118, 4.860560)  -0.08
O (-2.653427, 3.075840, 5.629653)  0.06
C (-2.479303, 1.782979, 5.278956)  -0.57
O (-1.527787, 1.126099, 5.573228)  0.14
O (-3.506554, 1.348139, 4.526107)  0.09
H (-4.618349, 2.462918, 2.404072)  0.10
H (-5.872176, 1.446974, 3.109547)  0.09
H (-6.002428, 3.205788, 3.226531)  0.10
H (-5.215762, 2.096221, 5.380956)  0.16
H (-4.296989, 4.330583, 5.446002)  0.14
H (-3.353458, 4.064595, 3.959040)  0.14
C (1.409696, 2.416474, 6.893888)  -0.02
C (1.385310, 3.415688, 8.018473)  -0.32
C (0.071567, 3.495927, 8.767825)  -0.09
O (0.039876, 4.864199, 9.195070)  0.06
C (0.801221, 5.586462, 8.337164)  -0.57
O (0.843071, 6.773505, 8.307381)  0.16
O (1.504185, 4.764837, 7.524309)  0.09
H (0.675509, 2.679643, 6.133288)  0.07
H (2.387907, 2.387622, 6.415387)  0.09
H (1.178813, 1.418045, 7.264817)  0.10
H (2.216094, 3.248761, 8.710237)  0.16
H (0.020467, 2.838663, 9.632084)  0.14
H (-0.783098, 3.311470, 8.112365)  0.13
C (3.929977, -4.870406, 1.915588)  -0.01
C (4.642409, -5.863396, 2.793663)  -0.32
C (4.794810, -7.249582, 2.203354)  -0.09
O (4.797587, -8.085362, 3.366864)  0.06
C (4.129729, -7.432879, 4.350959)  -0.57
O (3.804108, -7.922946, 5.383104)  0.16
O (3.889703, -6.152731, 3.988713)  0.09
H (2.903631, -5.189869, 1.728094)  0.10
H (3.886815, -3.892458, 2.396718)  0.09
H (4.449864, -4.773700, 0.964910)  0.08
H (5.614094, -5.471972, 3.108824)  0.16
H (5.718288, -7.388288, 1.647228)  0.14
H (3.943256, -7.523264, 1.575969)  0.14

Cartesian forces, eV/Å:
C -0.11 0.27 -0.34
C 0.21 0.36 0.16
C 0.20 0.09 0.07
N -0.93 -0.95 0.00
Al 0.61 0.29 0.06
I -0.07 -0.06 -0.05
C -0.09 0.44 -0.08
C 0.16 -0.51 -0.20
C -0.29 0.14 0.03
F -0.21 0.36 -0.12
F 0.69 0.04 0.16
F -0.22 -0.51 -0.19
H 0.01 -0.02 0.05
H -0.02 -0.07 0.05
H 0.09 -0.11 0.08
H -0.03 -0.04 -0.04
H 0.02 0.00 -0.07
H -0.04 0.00 0.03
H -0.03 0.06 0.07
H 0.01 -0.02 0.01
H 0.04 0.03 0.09
H 0.03 0.16 0.22
H -0.09 0.08 0.01
C -0.16 -0.10 0.06
C 0.02 -0.01 -0.18
C 0.07 0.04 0.00
O -0.02 -0.10 0.02
C -0.11 0.23 -0.12
O 0.10 -0.24 0.12
O 0.03 -0.01 0.11
H 0.08 0.01 0.01
H 0.02 0.03 0.00
H 0.01 0.03 0.01
H 0.02 0.01 0.03
H -0.01 0.04 0.09
H -0.03 0.00 -0.04
C -0.10 -0.02 0.24
C 0.07 -0.19 -0.01
C 0.07 -0.14 -0.16
O 0.12 0.03 0.10
C 0.07 -0.13 -0.11
O 0.06 0.06 0.16
O -0.21 0.25 -0.07
H 0.07 -0.07 -0.05
H -0.03 -0.03 -0.08
H -0.01 0.02 -0.05
H -0.02 0.07 0.01
H -0.09 0.14 -0.01
H -0.03 -0.03 0.04
C 0.07 -0.26 0.01
C 0.06 0.11 0.22
C -0.06 0.02 -0.03
O 0.04 -0.04 0.06
C -0.02 0.14 -0.11
O 0.17 0.07 0.16
O -0.03 -0.03 -0.11
H -0.08 0.08 0.00
H 0.00 0.04 -0.02
H -0.01 0.02 -0.01
H -0.02 0.00 -0.03
H -0.04 -0.04 -0.15
H 0.05 -0.05 -0.01
C 0.07 -0.24 -0.06
C -0.19 0.03 -0.17
C -0.04 0.09 0.04
O 0.18 -0.01 0.00
C -0.26 -0.01 -0.13
O 0.01 0.05 -0.02
O 0.08 0.03 0.14
H 0.07 0.13 -0.11
H -0.04 0.02 0.03
H -0.01 0.00 0.05
H 0.11 -0.03 0.09
H 0.06 -0.04 0.10
H -0.02 -0.05 -0.04
C 0.12 -0.17 -0.07
C -0.15 0.10 -0.16
C -0.01 0.07 0.01
O 0.01 -0.01 0.00
C -0.04 -0.01 -0.17
O -0.04 0.06 0.16
O 0.06 -0.03 0.13
H 0.00 0.08 0.01
H -0.02 0.02 0.02
H 0.00 0.01 0.01
H 0.02 0.00 0.02
H 0.06 -0.03 0.09
H -0.03 -0.02 -0.03
C 0.17 0.15 -0.24
C -0.08 -0.19 -0.08
C -0.06 -0.01 0.05
O -0.03 -0.02 -0.03
C 0.05 -0.01 -0.04
O -0.01 -0.01 0.01
O 0.02 0.05 0.09
H -0.10 -0.04 0.09
H 0.01 -0.03 0.04
H -0.02 0.00 0.01
H -0.01 0.02 0.03
H 0.01 0.08 0.06
H 0.03 -0.03 -0.04
C -0.24 0.09 0.22
C -0.03 0.09 -0.15
C 0.06 -0.06 -0.02
O -0.03 0.00 -0.04
C -0.03 0.06 0.04
O 0.02 -0.01 -0.02
O 0.07 -0.05 0.04
H 0.04 -0.08 -0.03
H 0.03 0.00 -0.02
H 0.05 0.00 -0.06
H 0.01 -0.03 0.01
H 0.03 -0.05 0.07
H -0.02 0.05 -0.01

Output
Relative energy (zero: lowest compared OMol25 entry of this formula, charge and spin) in kJ/mol: 0.0
LUMO energy in eV: 1.783
Multiplicity: 1
HOMO level in eV: -4.04
Net charge: -1
Gap between HOMO and LUMO in eV: 5.82